(1)
The following is a DFT calculation (ωB97M-V with the def2-TZVPD basis set) of 2 unconnected molecules or ions with the total composition C3H4NO in a non-equilibrium geometry.

The geometry in XYZ format:
```
9
Properties=species:S:1:pos:R:3:forces:R:3:mulliken_charge:R:1
C 0.300027 -0.823169 2.728040 -0.13 -0.71 -1.20 -0.39
C 0.149418 -0.916004 1.537118 0.78 0.51 4.57 -0.51
C -0.023965 1.187305 -1.455382 -2.59 5.14 -1.38 -0.64
N 0.159400 -0.030898 -1.751602 -0.90 -6.14 -3.60 -0.20
O -0.400765 -0.643835 -2.807814 1.10 0.87 1.81 -0.52
H 0.320684 -1.121597 3.729926 0.31 0.30 0.90 0.38
H -0.200977 -0.995445 0.621455 -0.96 -0.01 -4.38 0.42
H 0.482688 1.461342 -0.615646 1.13 1.40 2.21 0.26
H -0.786509 1.882300 -1.986094 1.26 -1.37 1.06 0.20
```
Forces are in eV/Å.

Results
E_LUMO (alpha / beta) = 3.89 / 3.72 eV
2S+1 = 3
gap between HOMO and LUMO (alpha / beta) = 2.90 / 6.92 eV
HOMO level (alpha / beta) = 1.0 / -3.2 eV
total charge = -1
relative energy (zero: lowest compared OMol25 entry of this formula, charge and spin) = 31.2 kcal/mol

(2)
The following is a DFT calculation (ωB97M-V with the def2-TZVPD basis set) of a molecular structure, C33H46ClNOP4PdS in a non-equilibrium geometry.

The geometry in XYZ format:
```
88
Properties=species:S:1:pos:R:3:forces:R:3:mulliken_charge:R:1
P 0.482495 -4.601185 -1.089827 -0.93 -1.79 0.04 2.28
C -0.952526 -5.665223 -0.766008 0.13 0.08 -0.15 0.44
C -1.413176 -6.543581 -1.746426 0.02 0.13 0.00 -0.13
H -0.970519 -6.544668 -2.732156 0.03 -0.03 -0.06 0.40
C -2.455210 -7.413079 -1.466106 -0.05 -0.04 0.02 -0.83
H -2.811400 -8.085647 -2.233997 0.00 -0.01 -0.01 0.45
C -3.040212 -7.417996 -0.208339 0.06 0.00 -0.08 -0.58
H -3.854545 -8.095791 0.007630 -0.01 0.00 0.00 0.43
C -2.575611 -6.554705 0.773632 0.01 0.04 0.02 -0.95
H -3.026284 -6.555388 1.756099 -0.01 -0.01 0.02 0.44
C -1.533030 -5.683606 0.502586 -0.03 0.05 -0.03 -0.71
H -1.184201 -5.025543 1.284925 0.07 0.08 0.08 0.49
C 0.730596 -4.611357 -2.886678 -0.04 0.17 0.13 0.10
C -0.240589 -3.999805 -3.680627 0.05 -0.05 -0.11 -0.51
H -1.130243 -3.588974 -3.225319 -0.08 0.01 0.07 0.59
C -0.070203 -3.927873 -5.053165 -0.10 0.02 0.06 -0.77
H -0.828314 -3.457209 -5.663625 -0.03 -0.01 -0.03 0.47
C 1.064198 -4.471415 -5.642674 0.06 -0.05 0.07 -0.67
H 1.190970 -4.424382 -6.715766 0.01 0.00 -0.01 0.46
C 2.026616 -5.087650 -4.855156 0.02 -0.05 -0.10 -0.79
H 2.904098 -5.523628 -5.313128 0.01 0.00 0.00 0.45
C 1.865340 -5.157876 -3.479132 -0.11 0.10 0.06 -0.38
H 2.626008 -5.617401 -2.868247 0.13 -0.12 0.08 0.45
C 1.871734 -5.462992 -0.301486 -0.15 0.44 0.10 0.71
C 1.931593 -6.855211 -0.294073 0.02 -0.12 -0.15 -0.70
H 1.179774 -7.440742 -0.805433 -0.06 -0.03 -0.01 0.51
C 2.959421 -7.496193 0.378210 -0.05 0.02 -0.07 -0.73
H 3.007654 -8.576237 0.379148 -0.01 -0.01 0.00 0.44
C 3.917684 -6.756015 1.059262 -0.04 0.09 -0.01 -0.68
H 4.712968 -7.261326 1.589651 0.01 -0.01 0.01 0.44
C 3.843561 -5.370560 1.072750 0.06 -0.04 -0.01 -0.85
H 4.576444 -4.792411 1.618541 0.02 0.00 0.01 0.47
C 2.821691 -4.724250 0.394144 0.06 -0.03 0.23 0.32
H 2.741204 -3.647908 0.417760 0.08 0.00 0.06 -0.11
Pd 0.000000 0.000000 0.000000 -1.54 1.64 1.41 -1.78
C 1.425352 0.594381 -1.255309 2.73 -0.25 -2.59 -1.63
C 2.076805 -0.310324 -2.036167 -0.58 0.66 1.15 0.78
H 1.664668 1.652690 -1.326509 0.15 0.20 -0.13 0.64
C 1.609332 -1.724493 -1.903821 -0.20 -1.05 0.19 2.24
O 2.685995 -2.671602 -1.748165 0.33 0.99 0.15 -0.82
H 2.275948 -3.537200 -1.621840 0.74 0.36 -0.34 -0.47
C 0.583925 -1.792342 -0.778221 0.21 -3.24 -1.00 -0.53
H 1.121632 -2.055050 -2.825126 -0.41 0.36 -0.24 -0.38
C 0.107416 -3.019043 -0.421654 0.52 1.37 -0.35 0.37
Cl -1.673628 -1.101399 1.442910 -0.67 -0.80 0.50 -0.28
P 1.457357 -0.001578 1.876972 1.50 -0.33 2.32 1.22
P -1.742159 0.278996 -1.586348 -1.87 -0.05 -1.44 1.31
C 0.682883 0.656664 3.389778 0.11 -0.04 -0.14 -1.23
H -0.175092 0.041443 3.641418 -0.09 -0.09 0.02 0.40
H 0.331307 1.663563 3.189788 0.08 0.06 0.17 0.30
H 1.391174 0.666502 4.215561 0.07 -0.01 0.05 0.48
C 2.123749 -1.614598 2.425031 -0.19 0.14 -0.32 -1.39
H 2.906077 -1.936352 1.741882 0.04 -0.01 -0.09 0.29
H 1.320584 -2.346047 2.410225 -0.08 -0.11 0.02 0.28
H 2.537980 -1.553183 3.428988 0.01 0.14 0.09 0.62
C 2.952832 1.030719 1.673098 -0.32 -0.11 -0.20 -1.37
H 2.634860 2.033188 1.400522 0.05 0.19 -0.01 0.38
H 3.563646 0.629202 0.867672 0.05 -0.03 -0.06 0.20
H 3.542477 1.073350 2.586266 -0.02 -0.05 0.12 0.46
C -3.023328 1.460801 -1.056474 0.16 -0.12 0.00 -1.36
H -2.623536 2.466642 -1.132813 0.01 0.19 -0.05 0.34
H -3.265427 1.268776 -0.016026 -0.12 -0.11 0.11 0.35
H -3.916147 1.366319 -1.671017 -0.04 0.04 -0.06 0.51
C -1.193376 0.927703 -3.205680 0.05 -0.09 0.31 -1.36
H -0.504631 0.220248 -3.661811 0.07 -0.07 -0.04 0.17
H -0.667585 1.862942 -3.033562 0.06 0.15 -0.07 0.36
H -2.030506 1.101365 -3.878220 -0.13 -0.01 0.00 0.49
C -2.691662 -1.220894 -2.015298 0.26 0.04 0.20 -1.12
H -2.829955 -1.812012 -1.114019 -0.07 -0.04 0.09 0.35
H -2.129367 -1.812639 -2.731590 0.07 -0.02 -0.08 0.07
H -3.661890 -0.970150 -2.438970 -0.03 0.11 -0.06 0.58
P 3.299886 0.080496 -3.220932 1.12 0.34 -0.91 1.65
C 3.342193 1.859812 -3.538467 -0.13 -0.32 0.13 -1.35
C 2.973770 -0.770886 -4.788938 -0.12 0.16 0.40 -1.24
H 3.600868 2.395723 -2.629991 0.05 0.03 0.11 0.43
H 2.370082 2.200085 -3.881941 -0.12 0.03 -0.07 0.40
H 4.089612 2.077507 -4.297107 0.07 -0.05 -0.07 0.44
H 3.042866 -1.844375 -4.635411 0.01 -0.15 0.07 0.27
H 3.696028 -0.472292 -5.544471 0.09 0.08 0.00 0.48
H 1.971792 -0.530179 -5.132618 -0.12 0.05 -0.08 0.40
C 4.984419 -0.403447 -2.742371 -0.49 0.04 0.09 -1.33
H 5.209113 0.002555 -1.759848 0.04 0.04 0.10 0.42
H 5.713481 -0.032062 -3.459341 -0.05 0.06 -0.11 0.48
H 5.035592 -1.486919 -2.698216 -0.01 -0.14 0.05 0.34
H -0.696330 -3.053398 0.297973 -0.09 -0.15 0.28 0.08
S -1.544731 4.171830 2.137706 0.97 -2.59 -1.33 -0.05
C -1.037708 2.802520 1.436052 1.01 -3.04 -1.53 0.75
N -0.625955 1.690506 0.866240 -2.29 6.79 3.00 -0.60
```
Forces are in eV/Å.

Results
E_LUMO (alpha / beta) = -4.41 / -9.01 eV
2S+1 = 5
gap between HOMO and LUMO (alpha / beta) = 6.44 / 4.47 eV
HOMO level (alpha / beta) = -10.8 / -13.5 eV
total charge = +2